{"formula": "C35H32BClNO17P", "method": "wB97M-V/def2-TZVPD", "largest_force_ha_per_bohr": 0.04087, "e_homo_ev": -9.97, "energy_ev": -95597.883, "orbital_gap_ev": 8.03, "symbols": ["C", "C", "O", "B", "O", "O", "P", "O", "O", "Cl", "O", "C", "C", "C", "N", "O", "H", "H", "H", "H", "H", "H", "H", "H", "H", "H", "H", "H", "C", "C", "C", "O", "C", "C", "C", "O", "H", "H", "H", "H", "C", "C", "C", "O", "C", "C", "C", "O", "H", "H", "H", "H", "C", "C", "C", "O", "C", "C", "C", "O", "H", "H", "H", "H", "C", "C", "C", "O", "C", "C", "C", "O", "H", "H", "H", "H", "C", "C", "C", "O", "C", "C", "C", "O", "H", "H", "H", "H"], "positions_angstrom": [[-4.01400, 0.44793, -1.76094], [-4.25347, 1.92003, -2.14119], [-5.01254, 2.67863, -1.18021], [-4.54205, 2.63698, 0.09458], [-5.02275, 1.67861, 0.93280], [-3.61920, 3.57747, 0.66632], [-2.10418, 3.37469, 0.26641], [-1.75258, 3.89936, -1.03386], [-1.26092, 4.22788, 1.41960], [-0.36077, 5.49057, 0.75066], [-1.65742, 1.85443, 0.47358], [-0.41115, 1.62476, -0.23333], [0.31313, 0.38342, 0.29950], [1.36327, -0.00262, -0.74969], [0.94452, -0.50204, -2.00316], [2.51664, 0.11550, -0.49912], [-4.82187, 0.03943, -1.14659], [-3.94284, -0.14633, -2.67821], [-3.08564, 0.28663, -1.20037], [-3.32456, 2.42062, -2.44265], [-4.86396, 1.90142, -3.05162], [-4.54693, 1.69053, 1.77507], [0.28300, 2.46954, -0.18588], [-0.62815, 1.44239, -1.29113], [-0.35284, -0.48404, 0.40214], [0.86782, 0.57851, 1.21903], [1.76114, -0.80232, -2.52808], [0.54553, 0.28044, -2.52003], [-2.37772, -1.66531, 3.98865], [-2.14511, -1.18877, 2.76866], [-2.28052, -2.05017, 1.56866], [-2.06636, -1.61328, 0.45529], [-2.68547, -3.45937, 1.77770], [-2.91770, -3.93680, 2.99767], [-2.78339, -3.07757, 4.19849], [-2.99820, -3.51113, 5.31024], [-2.28429, -1.05371, 4.87722], [-1.84921, -0.16109, 2.59443], [-2.77997, -4.07069, 0.88928], [-3.21467, -4.96394, 3.16978], [-3.66209, 10.03917, -1.73563], [-2.40449, 9.75505, -2.06330], [-1.90254, 8.35871, -2.04964], [-0.75518, 8.10065, -2.34615], [-2.85653, 7.29246, -1.65849], [-4.11450, 7.57788, -1.33051], [-4.61656, 8.97258, -1.34406], [-5.76316, 9.23372, -1.04736], [-4.04674, 11.05120, -1.73880], [-1.69436, 10.51972, -2.35194], [-2.47259, 6.27777, -1.65438], [-4.82445, 6.81302, -1.04153], [-8.68980, -3.95982, 3.17096], [-7.77500, -4.65355, 2.49882], [-6.59263, -5.23041, 3.18259], [-5.75597, -5.86099, 2.56974], [-6.46816, -5.00636, 4.64337], [-7.38276, -4.31251, 5.31581], [-8.56644, -3.73520, 4.63271], [-9.40099, -3.10464, 5.24429], [-9.55937, -3.53025, 2.69005], [-7.84820, -4.82815, 1.43283], [-5.59775, -5.43516, 5.12449], [-7.30857, -4.13778, 6.38156], [5.97024, 0.44526, -0.97802], [5.25321, -0.62635, -1.30641], [5.85162, -1.98232, -1.29485], [5.19975, -2.96174, -1.59641], [7.27673, -2.10007, -0.90275], [7.99328, -1.02912, -0.57439], [7.39527, 0.32915, -0.58548], [8.04871, 1.30586, -0.28422], [5.55128, 1.44364, -0.98075], [4.21708, -0.55956, -1.59188], [7.69610, -3.09731, -0.89822], [9.03491, -1.09678, -0.28570], [9.64639, -4.77198, -2.34153], [10.12193, -5.03297, -3.55615], [11.50802, -4.66391, -3.93555], [11.94129, -4.89955, -5.04217], [12.34301, -3.99449, -2.90795], [11.86713, -3.73363, -1.69334], [10.48194, -4.10242, -1.31465], [10.04867, -3.86551, -0.20547], [8.63751, -5.03369, -2.04718], [9.52768, -5.52123, -4.31796], [13.35135, -3.73361, -3.20296], [12.46109, -3.24541, -0.93113]], "forces_ev_per_angstrom": [[0.3, 0.1, 0.2], [-0.5, -0.8, -1.2], [1.0, 0.1, 0.2], [-1.0, -0.3, 0.3], [0.4, 0.2, 0.3], [0.9, -1.3, 0.0], [0.8, 1.6, 0.5], [-0.1, 0.0, -1.4], [-0.7, -0.7, -0.4], [0.0, 0.1, 0.4], [-0.4, 0.9, 0.4], [0.8, -1.3, -0.3], [-0.1, -0.2, -0.7], [-1.2, 0.1, -0.1], [-0.2, 0.6, 0.1], [2.0, -0.1, 0.7], [0.0, 0.2, -0.2], [0.0, 0.1, 0.1], [-0.1, 0.1, 0.0], [-0.1, 0.1, 0.5], [-0.1, 0.2, 0.3], [-0.3, 0.0, 0.0], [-0.4, 0.1, 0.2], [-0.4, 0.3, 0.2], [0.0, 0.6, 0.0], [-0.2, 0.0, -0.1], [0.0, 0.0, 0.2], [-0.5, -0.4, -0.1], [0.0, 0.1, 0.0], [0.0, 0.1, 0.1], [-0.1, 0.0, 0.0], [-0.2, -0.2, 0.0], [0.0, -0.1, 0.0], [0.0, -0.1, -0.1], [0.0, -0.1, 0.1], [0.0, 0.0, 0.0], [0.0, 0.0, 0.0], [0.0, 0.0, 0.0], [0.0, 0.0, 0.0], [0.0, 0.0, 0.0], [0.1, 0.0, 0.0], [-0.1, 0.1, 0.0], [0.1, 0.0, 0.0], [0.0, 0.0, 0.0], [0.0, -0.2, 0.0], [0.1, 0.0, 0.0], [-0.1, 0.0, 0.0], [0.0, 0.0, 0.0], [0.0, 0.0, 0.0], [0.0, 0.0, 0.0], [0.0, 0.0, 0.0], [0.0, 0.0, 0.0], [0.0, 0.0, -0.1], [-0.1, 0.0, 0.0], [0.0, 0.0, 0.0], [0.0, 0.0, 0.0], [0.0, 0.0, 0.1], [0.1, 0.0, 0.0], [-0.1, 0.0, 0.1], [0.0, 0.0, 0.0], [0.0, 0.0, 0.0], [0.0, 0.0, 0.0], [0.0, 0.0, 0.0], [0.0, 0.0, 0.0], [0.0, -0.1, 0.0], [0.3, 0.0, -0.1], [0.0, 0.0, 0.0], [0.0, 0.0, 0.0], [0.0, 0.0, 0.0], [0.0, -0.1, 0.0], [0.0, 0.1, 0.0], [0.0, 0.0, 0.0], [0.0, 0.0, 0.0], [0.0, 0.0, 0.0], [0.0, 0.0, 0.1], [0.0, 0.0, 0.0], [0.0, 0.0, -0.1], [-0.1, 0.0, 0.1], [0.0, 0.0, -0.1], [0.0, 0.0, 0.0], [0.0, 0.0, 0.1], [0.1, 0.0, 0.0], [0.0, 0.0, 0.1], [0.0, 0.0, -0.1], [0.0, 0.0, 0.0], [0.0, 0.0, 0.0], [0.0, 0.0, 0.0], [0.0, 0.0, 0.0]]}